ORCA calculation (the ωB97M-V functional and the def2-TZVPD basis) on one molecule with the formula C16H19ClN2O3.

Structure (XYZ):
```
41
Properties=species:S:1:pos:R:3:forces:R:3:nbo_charge:R:1
O -0.928 2.914 0.226 -0.1 0.2 -0.1 -0.600
H -2.729 -1.445 1.174 0.1 -0.1 0.1 0.221
H 4.575 1.136 0.141 -0.1 0.0 0.1 0.200
H -7.248 -0.303 -0.176 -0.1 0.0 0.0 0.226
H 5.786 -0.431 1.408 -0.1 0.0 0.0 0.169
C -0.512 1.829 0.560 0.4 0.3 0.2 0.692
H -2.679 2.292 -0.923 0.0 0.0 0.0 0.254
Cl -5.307 -2.341 0.668 -0.1 -0.2 0.1 -0.006
H 3.056 -1.290 -2.089 0.1 0.1 0.0 0.247
N 3.029 -0.105 -0.408 0.3 0.0 -0.2 -0.433
O 1.083 -0.944 -1.151 -0.3 -0.1 -0.2 -0.623
C -6.605 -0.207 -1.050 0.0 0.0 0.0 -0.627
C -4.506 -0.891 0.157 0.1 0.3 -0.1 -0.028
C -3.185 1.393 -0.617 0.1 0.2 -0.1 -0.218
H 1.614 2.109 0.471 0.0 0.0 0.0 0.238
H -6.681 -1.133 -1.618 -0.1 0.0 0.0 0.226
H 5.239 -2.155 -1.786 0.0 0.1 0.0 0.207
C 5.028 -1.300 -1.143 0.1 0.1 -0.1 -0.083
H -4.989 1.909 -1.613 -0.1 0.1 -0.1 0.214
C 3.730 -0.596 -1.584 -0.1 -0.2 -0.2 -0.251
O 4.893 -1.816 0.160 -0.1 -0.2 0.0 -0.516
C -2.517 0.458 0.172 -0.5 0.0 -0.1 0.150
H -0.523 -1.326 0.437 0.0 0.1 0.1 0.243
H 3.400 0.854 1.429 0.0 0.1 0.0 0.222
H 0.954 1.955 2.105 0.0 0.0 0.0 0.236
C 3.931 0.382 0.607 0.2 -0.2 0.1 -0.251
H -0.698 -0.700 2.108 0.0 0.0 -0.1 0.191
H 4.324 -1.268 1.996 0.0 0.1 0.0 0.189
C -5.189 0.029 -0.630 0.0 -0.1 0.1 -0.059
H 1.617 -0.351 1.884 0.0 0.1 0.0 0.227
C 1.714 -0.396 -0.269 -0.1 0.1 0.4 0.694
C -0.399 -0.452 1.082 0.1 -0.4 0.1 -0.207
N -1.191 0.651 0.574 0.1 -0.3 0.0 -0.423
C -3.197 -0.696 0.559 0.1 0.1 0.0 -0.223
H 3.954 0.237 -2.259 0.0 -0.1 0.0 0.194
C 1.050 0.047 1.040 -0.1 -0.2 -0.1 -0.316
H -6.965 0.614 -1.664 0.0 0.0 0.0 0.216
C 4.786 -0.796 1.125 0.0 0.2 0.2 -0.074
C 0.895 1.568 1.085 0.0 0.1 0.0 -0.491
C -4.492 1.172 -1.001 0.1 -0.2 0.1 -0.183
H 5.883 -0.608 -1.187 0.0 -0.1 0.0 0.158
```
Forces are in eV/Å.

Molecular weight in g/mol: 322.79
Energy in Ha: -1416.5514
Multiplicity: 1
E_LUMO in eV: 0.5000
Gap between HOMO and LUMO in eV: 8.819
SMILES: Cc1ccc(N2C[C@@H](C(=O)N3CCOCC3)CC2=O)cc1Cl
Strongest force on any atom in eV/Å: 0.53